A cluster of 13 separate species, C81H180N11O18P2 in total at a distorted geometry, computed with wB97M-V/def2-TZVPD.

The calculation puts the total energy at -158708.3001 eV. As for the charge: +1. The calculation puts the highest occupied orbital energy at -8.22 eV.

The geometry in XYZ format:
```
292
Properties=species:S:1:pos:R:3:forces:R:3:lowdin_charge:R:1
C -1.239231 -7.105449 6.521302 -0.3 0.5 0.5 -0.095
C -0.994381 -6.055769 7.608902 -0.4 -0.4 1.2 -0.298
C -0.733891 -4.641749 7.145392 0.2 0.6 -0.4 -0.244
C -0.519691 -3.621019 8.338202 0.0 -0.3 -1.4 -0.222
P -0.564961 -1.739549 7.997762 -1.2 -2.3 1.2 1.080
C 0.811579 -1.336339 6.937562 0.7 2.6 -0.2 -0.262
C 2.076999 -0.810999 7.651632 1.2 -2.3 1.0 -0.239
C 3.370909 -0.907499 6.840172 -0.7 0.1 -0.5 -0.250
C 3.586629 0.156281 5.763032 0.5 -0.3 0.3 -0.087
C -0.640021 -1.101289 9.744822 1.9 0.2 -0.7 -0.234
C 0.505659 -1.541669 10.743372 -1.5 0.8 0.5 -0.224
C 0.037399 -0.997369 12.123612 0.4 -2.1 0.6 -0.249
C 0.668349 -1.816109 13.305862 0.0 0.8 -0.8 -0.105
C -2.141191 -1.422629 7.141102 0.4 0.9 -0.1 -0.264
C -3.408331 -1.861679 7.824592 -0.8 -1.6 0.4 -0.265
C -4.668901 -1.824279 6.966472 -0.3 1.3 -0.9 -0.259
C -6.008101 -1.902769 7.744002 1.3 0.3 0.2 -0.093
H -2.087241 -6.824549 5.896742 0.3 0.3 -0.4 0.075
H -1.580331 -8.036549 6.973862 0.5 -0.2 0.1 0.069
H -0.303611 -7.236409 5.977642 -0.3 -0.2 -0.4 0.075
H -0.160381 -6.393339 8.224192 0.3 0.0 0.0 0.107
H -1.821581 -6.038989 8.318512 -0.4 -0.1 0.0 0.103
H -1.562851 -4.325059 6.512442 -0.1 0.2 0.0 0.097
H 0.098539 -4.772359 6.453942 0.4 0.8 0.0 0.108
H 0.407509 -3.861819 8.858212 0.1 0.1 0.0 0.081
H -1.332481 -3.886959 9.014032 -0.1 0.5 0.3 0.082
H 0.621979 -0.388169 6.434422 -1.3 -0.3 -0.8 0.083
H 0.968409 -2.144569 6.223232 0.1 0.0 0.0 0.090
H 2.219169 -1.573189 8.417772 0.4 0.3 0.7 0.084
H 2.054599 0.175791 8.114052 -0.9 0.0 -0.1 0.125
H 3.379489 -1.870819 6.330222 0.0 -0.2 -0.1 0.104
H 4.222909 -0.954779 7.518372 0.0 0.3 0.1 0.108
H 4.619099 -0.037689 5.472362 -0.1 0.4 -0.6 0.047
H 3.518929 1.200191 6.069272 -0.1 -0.1 0.4 0.091
H 2.902449 0.033551 4.923432 0.2 -0.1 0.0 0.045
H -1.593411 -1.426609 10.161112 -0.1 0.0 -0.3 0.085
H -0.609131 -0.013069 9.690652 -0.3 0.1 -0.1 0.087
H 1.493839 -1.110619 10.582752 -0.1 -0.2 -0.7 0.103
H 0.543109 -2.630139 10.787112 0.2 0.0 0.0 0.092
H -1.012591 -1.277999 12.206412 -0.3 0.7 0.0 0.094
H 0.192589 0.075521 12.237292 -0.1 -0.1 -0.1 0.113
H 1.750219 -1.910979 13.212782 0.1 0.2 0.1 0.066
H 0.267929 -2.829899 13.302802 -0.1 0.0 0.1 0.067
H 0.429729 -1.312399 14.242582 0.1 -0.2 0.1 0.067
H -2.055931 -1.865849 6.148942 0.1 -0.1 -0.2 0.100
H -2.168241 -0.339229 7.024412 0.2 0.3 -0.2 0.089
H -3.647661 -1.303859 8.729952 0.5 -0.1 0.2 0.115
H -3.322921 -2.935089 7.993712 0.3 -0.1 1.0 0.101
H -4.634871 -2.620309 6.222652 0.0 -0.1 0.0 0.109
H -4.568071 -0.899329 6.398662 -0.5 0.2 -0.2 0.108
H -6.023621 -1.210169 8.585522 0.3 0.0 0.2 0.065
H -6.011901 -2.917489 8.142042 -0.8 0.0 0.1 0.071
H -6.895351 -1.591609 7.192582 0.2 -0.7 -0.4 0.070
C 5.435329 -0.843439 3.109332 0.1 -0.9 -0.1 -0.109
C 4.216869 -1.164659 2.292612 -1.6 -0.1 0.0 -0.251
C 4.215459 -2.506449 1.510772 0.4 0.9 -0.8 -0.206
C 2.866129 -2.989469 1.012652 -0.5 -1.4 -0.1 -0.234
P 2.870679 -4.592659 0.110952 1.0 0.1 -0.5 1.035
C 4.223369 -4.785499 -1.155968 -1.1 1.0 1.1 -0.243
C 4.337509 -6.133779 -1.826948 0.8 -0.5 -0.1 -0.252
C 5.048849 -5.976819 -3.165998 -1.0 0.0 -1.4 -0.235
C 4.104919 -5.234809 -4.136658 0.2 0.8 0.3 -0.101
C 3.064799 -5.986349 1.185252 0.7 -0.5 1.6 -0.272
C 4.410599 -6.194539 1.972662 0.0 -0.7 -0.6 -0.216
C 4.874109 -7.693939 1.913102 -0.6 1.3 0.2 -0.258
C 6.054179 -7.971779 2.841432 -0.2 -0.6 -0.4 -0.104
C 1.240489 -4.767129 -0.669768 0.0 1.2 -0.8 -0.228
C 0.916819 -3.604689 -1.674238 -0.4 -0.9 -1.2 -0.195
C -0.168011 -4.061599 -2.734808 0.6 -1.0 1.3 -0.259
C -0.447911 -3.108179 -3.826348 1.2 1.9 -0.5 -0.131
H 6.248929 -1.201559 2.478532 0.7 0.5 0.4 0.076
H 5.428629 -1.398919 4.047152 0.2 -0.1 -0.1 0.067
H 5.456449 0.215551 3.366592 0.3 -0.1 -0.3 0.080
H 4.098479 -0.350079 1.578092 -0.1 -0.1 -0.4 0.103
H 3.326849 -1.077959 2.915872 -0.2 -0.2 0.2 0.087
H 4.618329 -3.389289 2.007142 0.4 0.4 0.6 0.100
H 4.842539 -2.285429 0.647052 0.2 -0.3 -0.2 0.096
H 2.195439 -2.394239 0.393002 0.5 0.7 0.1 0.073
H 2.290889 -3.327869 1.874442 -0.6 0.3 0.3 0.079
H 5.187099 -4.601289 -0.681218 -0.2 0.4 0.3 0.106
H 4.022259 -3.929369 -1.799928 0.3 -0.1 -0.5 0.059
H 3.394709 -6.667929 -1.944898 -0.1 0.1 -0.2 0.107
H 4.965889 -6.774039 -1.207828 -0.1 -0.1 0.3 0.099
H 5.289779 -6.931499 -3.633578 0.1 -0.2 0.4 0.106
H 5.974929 -5.404959 -3.107258 0.1 -0.1 0.3 0.115
H 4.360969 -5.278129 -5.195268 0.3 -0.2 0.1 0.072
H 4.129569 -4.179969 -3.863148 -0.2 0.2 -0.2 0.047
H 3.063849 -5.542369 -4.038198 -0.1 -0.3 0.0 0.066
H 2.874029 -6.942659 0.698252 -0.4 0.3 -0.4 0.097
H 2.323719 -5.814889 1.965962 -0.5 -0.3 -0.1 0.083
H 4.206949 -5.863429 2.990982 0.5 0.0 0.0 0.112
H 5.250839 -5.647879 1.544572 -0.1 0.5 0.1 0.094
H 5.150379 -7.865439 0.872732 0.2 -0.2 -0.1 0.091
H 3.999109 -8.319789 2.088562 0.1 -0.2 0.3 0.107
H 6.947789 -7.473069 2.466132 0.0 0.3 0.2 0.075
H 6.294869 -9.034759 2.825912 0.0 -0.1 0.0 0.071
H 5.859289 -7.715659 3.882832 0.0 0.2 -0.1 0.076
H 0.437189 -4.810669 0.065702 0.3 -0.4 0.4 0.100
H 1.334629 -5.701369 -1.223338 -0.4 -0.2 0.0 0.087
H 1.818019 -3.354909 -2.234188 0.1 0.2 -0.1 0.077
H 0.581589 -2.673779 -1.216938 0.0 -0.1 0.3 0.086
H -1.103491 -4.246359 -2.206758 0.0 -0.5 0.2 0.097
H 0.196239 -4.977579 -3.200008 -0.1 -0.4 0.3 0.106
H 0.507049 -2.811759 -4.260268 0.3 0.2 -0.1 0.068
H -0.805941 -2.187809 -3.365018 -0.5 0.3 -0.4 0.064
H -1.015841 -3.420339 -4.702778 -0.5 -0.3 0.5 0.076
C -0.095781 1.097971 -3.356668 0.7 0.1 -0.5 -0.108
C -0.652791 2.078671 -2.384238 -1.4 0.1 1.7 -0.238
C -1.140871 1.430191 -1.059128 0.5 -0.8 -0.2 -0.143
C 0.035519 0.783131 -0.293708 -0.6 0.5 1.4 -0.072
N -0.375701 0.361821 1.173812 -0.1 0.7 0.4 -0.168
C -1.124681 1.421061 2.004902 -0.6 -0.1 0.9 -0.089
C -0.815461 1.123441 3.529022 -0.2 0.2 -1.9 -0.100
C 0.690839 0.846641 3.398542 -0.6 0.1 1.0 -0.140
C 0.900649 0.229171 2.037242 0.5 -1.7 -0.9 -0.111
C -1.194211 -0.985839 1.118732 1.1 1.7 0.4 0.073
H 0.179719 1.728331 -4.202158 0.4 -0.4 -0.4 0.053
H -0.822621 0.368791 -3.714578 -0.4 0.0 0.1 0.060
H 0.748759 0.526511 -2.971588 0.3 0.1 -0.2 0.065
H -1.436651 2.621421 -2.912548 -0.6 -0.1 0.3 0.098
H -0.059701 2.929181 -2.048128 1.0 -0.3 -0.4 0.100
H -1.846421 0.613181 -1.210048 -0.5 0.1 -0.4 0.100
H -1.630541 2.177341 -0.434558 0.1 0.0 0.1 0.091
H 0.864309 1.486821 -0.216038 -0.1 0.1 0.4 0.106
H 0.462269 -0.132349 -0.703438 -0.3 0.0 -0.3 0.100
H -2.188171 1.492991 1.777032 0.0 -0.5 -0.3 0.117
H -0.687401 2.399061 1.803892 0.4 -0.2 -0.4 0.095
H -1.369021 0.296931 3.974612 0.0 -0.4 -0.5 0.111
H -1.138301 1.981211 4.119032 0.5 0.1 0.0 0.078
H 0.956989 0.199201 4.234062 0.4 -0.1 -0.3 0.082
H 1.274049 1.766331 3.444572 -0.1 0.0 0.1 0.117
H 1.090369 -0.843079 1.988322 -0.1 -0.2 0.8 0.091
H 1.792709 0.637471 1.562262 -0.5 0.6 -0.4 0.111
H -1.404261 -1.348769 2.124842 0.2 0.2 0.1 0.089
H -0.523721 -1.691469 0.628202 -0.3 0.0 -0.2 0.080
H -2.130681 -0.752909 0.611912 0.2 -0.2 -0.2 0.088
C 2.359409 4.854981 -11.174678 -0.6 -1.8 0.5 -0.088
C 0.985779 4.114881 -10.945578 0.6 0.7 0.5 -0.230
C 1.007879 2.661331 -10.350768 0.5 1.8 -0.4 -0.176
C 1.586559 2.558171 -8.931848 -1.4 -0.4 -0.7 -0.102
N 0.986269 1.339781 -8.203618 1.2 -0.4 0.8 -0.204
C 1.340019 -0.047259 -8.877918 -1.0 0.4 1.1 -0.052
C 2.040809 -0.825729 -7.765738 0.4 -1.5 -0.6 -0.169
C 1.776619 -0.175649 -6.411698 1.0 0.0 -1.1 -0.137
C 1.767299 1.268441 -6.846488 -1.1 0.3 0.0 -0.102
C -0.515261 1.498931 -7.817128 1.1 -0.7 -1.1 0.048
H 2.895739 4.917291 -10.227808 0.0 0.3 0.1 0.065
H 2.213549 5.848491 -11.598668 0.0 -0.2 0.0 0.076
H 2.976389 4.210911 -11.801268 0.2 0.3 -0.4 0.066
H 0.463289 4.049181 -11.899928 -0.1 0.1 0.1 0.101
H 0.458959 4.803771 -10.285288 -0.6 -0.3 0.0 0.102
H 1.633749 2.157001 -11.087008 -0.1 -0.8 0.3 0.110
H -0.017341 2.291621 -10.369248 0.1 -0.1 -0.2 0.098
H 1.315149 3.380931 -8.270418 0.1 0.3 -0.2 0.136
H 2.671869 2.490201 -9.006688 -0.1 -0.4 0.5 0.136
H 0.399019 -0.527779 -9.145728 0.0 0.3 -0.2 0.124
H 1.987959 0.049521 -9.749068 -0.3 0.5 0.1 0.127
H 1.822909 -1.893299 -7.735548 -0.7 0.0 -0.2 0.120
H 3.084399 -0.910559 -8.068778 0.4 0.7 0.6 0.120
H 0.874269 -0.540149 -5.920788 0.0 0.2 -0.1 0.111
H 2.637619 -0.411149 -5.786148 -0.2 0.2 0.4 0.117
H 1.207489 1.922361 -6.177838 0.6 0.3 0.0 0.104
H 2.765889 1.627001 -7.096178 -0.1 0.0 0.4 0.133
H -1.119381 1.623941 -8.715738 0.2 0.2 0.0 0.093
H -0.654911 2.330751 -7.126708 0.3 -0.1 -0.1 0.099
H -0.808481 0.539961 -7.389928 0.1 0.2 0.3 0.101
C 7.738459 -0.300399 -2.450308 -1.1 0.2 -0.6 -0.124
C 7.568709 0.665081 -1.300468 1.9 0.7 -0.1 -0.254
C 7.034579 2.089981 -1.733558 -1.7 -2.1 1.4 -0.112
C 5.462949 1.960081 -1.556398 0.5 0.5 -2.5 -0.083
N 4.743159 3.218471 -1.956828 -2.2 2.7 0.3 -0.228
C 3.191029 3.066571 -1.998368 -0.8 -0.5 -0.6 -0.064
C 2.812619 2.536851 -3.388828 1.2 -0.6 -0.1 -0.157
C 3.923829 3.082231 -4.294468 0.3 1.1 -0.1 -0.135
C 4.921789 3.799551 -3.366238 1.0 -1.0 -0.2 -0.069
C 5.014619 4.288051 -0.946618 0.3 -0.5 1.5 -0.006
H 8.385519 0.139571 -3.209138 0.3 -0.2 0.1 0.074
H 6.764659 -0.444559 -2.918318 0.0 -0.2 -0.1 0.046
H 8.068559 -1.288249 -2.128928 0.2 0.1 0.0 0.079
H 8.582369 0.808211 -0.926158 0.2 0.3 0.1 0.096
H 7.125499 0.160401 -0.441998 -0.9 0.5 -0.1 0.101
H 7.285439 2.305381 -2.772198 0.0 -0.2 0.0 0.099
H 7.493279 2.859301 -1.112388 -0.3 0.0 0.1 0.100
H 5.083349 1.527631 -0.630658 0.2 0.7 0.3 0.140
H 5.027529 1.314501 -2.319118 0.7 -0.8 0.0 0.115
H 2.700539 4.039581 -1.970508 0.6 0.4 0.4 0.136
H 2.751179 2.481621 -1.190618 0.7 -0.1 0.3 0.123
H 1.824539 2.874591 -3.701428 0.2 0.1 0.3 0.073
H 2.883789 1.452501 -3.473838 -0.4 -0.1 0.4 0.088
H 3.542899 3.843651 -4.975078 -0.1 0.0 -0.1 0.103
H 4.410919 2.312681 -4.893328 0.0 -0.1 0.1 0.104
H 4.769189 4.877971 -3.323628 -0.4 -0.2 0.3 0.137
H 5.963249 3.677021 -3.663638 0.0 -0.1 0.0 0.118
H 4.552589 5.264641 -1.091178 -0.4 -0.5 -0.5 0.113
H 6.075029 4.447111 -0.750858 0.1 -0.2 -0.5 0.096
H 4.618249 3.833861 -0.038488 -0.1 0.6 0.3 0.098
C -3.573961 2.897081 -5.670978 -1.5 -0.8 1.5 -0.043
C -4.583931 2.109651 -4.657378 0.1 0.0 0.6 -0.194
C -4.429071 0.579821 -4.668928 1.4 -1.2 -0.5 -0.191
C -5.014871 -0.345409 -3.555008 -1.5 1.3 -1.5 -0.069
N -5.451461 -1.776529 -4.057258 -1.4 0.3 2.2 -0.188
C -6.265861 -2.384129 -2.834718 0.9 0.5 1.0 -0.031
C -5.263181 -3.305269 -2.024088 -0.3 -0.1 -1.8 -0.098
C -4.454171 -3.828679 -3.198558 0.9 0.4 -1.2 -0.161
C -4.256381 -2.656379 -4.166118 0.6 -0.1 0.5 -0.137
C -6.312721 -1.879019 -5.314418 0.8 2.1 -0.1 -0.094
C -7.453121 -0.802379 -5.525258 0.0 -0.6 0.3 -0.215
C -8.256521 -1.109569 -6.770868 0.5 -0.9 -0.2 -0.108
H -3.930151 3.005141 -6.695458 -0.2 -0.5 0.0 0.062
H -2.616731 2.377291 -5.630738 0.0 0.0 -0.1 0.038
H -3.412061 3.924941 -5.346368 0.0 -0.1 0.3 0.064
H -5.652771 2.319581 -4.697558 -0.1 0.4 -1.0 0.101
H -4.446491 2.369481 -3.607768 0.8 0.5 0.0 0.075
H -3.354761 0.399441 -4.631198 0.3 -0.1 -0.4 0.089
H -4.773761 0.215281 -5.636598 0.0 -0.1 -0.1 0.095
H -5.920311 0.182261 -3.255288 -0.2 -0.5 0.5 0.111
H -4.385011 -0.482869 -2.676098 -0.1 -0.1 -0.1 0.125
H -7.140841 -2.876549 -3.259028 0.3 -0.3 0.1 0.125
H -6.616601 -1.560889 -2.212338 0.1 0.1 -0.2 0.122
H -5.724611 -4.167289 -1.542298 -0.4 0.4 0.1 0.122
H -4.603371 -2.819619 -1.305138 -0.5 0.5 0.0 0.117
H -4.978571 -4.598599 -3.764528 0.0 -0.3 0.3 0.121
H -3.414411 -4.105089 -3.023678 -0.2 -0.7 0.5 0.104
H -4.055881 -3.018169 -5.174588 -0.3 0.3 -0.1 0.133
H -3.401771 -2.062839 -3.841378 0.0 0.0 -0.1 0.115
H -6.668571 -2.907369 -5.377378 -0.1 0.1 0.1 0.136
H -5.496431 -1.756799 -6.026348 -0.7 0.0 -0.8 0.112
H -7.169741 0.230101 -5.729698 1.0 -0.1 0.7 0.104
H -8.157971 -0.774539 -4.694298 0.3 -0.1 0.4 0.115
H -8.656881 -2.122149 -6.721008 -0.4 0.1 -0.1 0.079
H -7.549391 -1.091599 -7.600168 -0.3 0.1 -0.4 0.080
H -9.041051 -0.364719 -6.904358 0.0 -0.2 -0.1 0.088
C -7.519141 7.917401 1.388452 -0.7 -0.3 -0.6 -0.123
C -6.579511 7.548791 2.521542 1.4 -0.9 -1.0 -0.213
C -5.515001 6.477531 2.059112 1.0 -0.3 -0.4 -0.162
C -4.355541 6.991251 1.142992 -0.9 -1.2 -0.3 -0.083
N -3.579391 5.793541 0.474762 0.8 0.6 -0.5 -0.164
C -4.420901 4.915411 -0.436018 -1.5 0.1 0.3 -0.119
C -3.608631 4.434471 -1.632948 -0.3 0.2 0.4 -0.155
C -2.278841 5.142481 -1.495778 0.8 1.4 0.7 -0.136
C -2.551861 6.379971 -0.549698 -0.5 -1.4 0.3 -0.031
C -2.827131 4.821661 1.466852 -1.1 -0.1 -1.3 -0.082
C -2.049541 5.449601 2.564092 -0.5 2.1 -0.4 -0.265
C -1.458831 4.581221 3.596062 -0.5 -0.9 0.6 -0.082
H -7.149681 8.765151 0.811472 -0.2 0.1 0.0 0.072
H -8.543841 8.087081 1.719062 0.2 0.6 0.3 0.072
H -7.712661 7.111571 0.680432 0.5 -0.3 -0.1 0.068
H -7.144631 7.161381 3.369272 0.4 0.2 0.1 0.108
H -6.003161 8.447491 2.741252 -0.2 0.0 0.8 0.104
H -5.965721 5.666981 1.486432 -0.6 0.1 0.0 0.098
H -4.982421 5.921691 2.830802 -0.4 0.4 0.8 0.101
H -3.637781 7.637501 1.648242 0.1 -0.3 0.0 0.128
H -4.815921 7.541241 0.322232 0.3 0.0 -0.2 0.117
H -4.867971 4.064181 0.077432 0.3 0.1 0.4 0.104
H -5.267411 5.517431 -0.766298 0.1 0.2 0.0 0.129
H -3.605071 3.344641 -1.651568 0.4 0.0 0.2 0.087
H -4.107351 4.736381 -2.553948 0.0 0.1 0.0 0.112
H -1.501851 4.575901 -0.982578 0.1 -0.2 -0.4 0.077
H -1.926911 5.467811 -2.474768 0.4 0.0 0.3 0.113
H -1.736951 6.751721 0.071452 0.3 -0.2 -0.5 0.127
H -3.023281 7.203971 -1.085318 -0.2 -0.1 0.1 0.126
H -2.238221 4.185381 0.806212 0.2 0.1 0.1 0.108
H -3.652271 4.190441 1.796702 0.1 0.0 0.5 0.127
H -2.733501 6.128271 3.073712 -0.1 0.2 0.2 0.104
H -1.210341 6.074491 2.258552 -0.2 0.1 -0.9 0.117
H -1.076521 5.291941 4.328742 0.6 -0.7 0.2 0.101
H -0.740891 3.900141 3.139112 0.4 0.3 0.5 0.064
H -2.228211 3.994071 4.097482 0.1 -0.2 0.2 0.085
N -0.364981 -3.666489 3.412682 -0.7 0.3 0.6 -0.641
O 0.192639 -4.601829 2.822612 0.7 -0.5 -0.7 -0.071
O -1.569951 -3.721879 3.670772 -0.6 -0.2 0.0 -0.044
O 0.275069 -2.662629 3.777492 0.9 0.5 -0.1 -0.078
N -0.847631 2.497181 6.927982 1.6 2.1 -1.5 -0.686
O -0.084041 3.342181 6.438312 1.6 0.3 0.2 -0.054
O -0.456331 1.675321 7.740752 0.8 -2.0 1.7 -0.067
O -1.978691 2.530201 6.532092 -3.9 -1.0 -0.5 -0.037
N 3.687459 -1.217059 -2.360138 -0.4 1.1 3.4 -0.626
O 3.233069 -1.659769 -3.374678 0.0 -1.7 -3.4 -0.030
O 2.887749 -0.550519 -1.648388 0.2 0.7 0.8 -0.085
O 4.841889 -1.437179 -1.931818 -0.1 -0.2 -0.6 -0.048
N -5.127691 0.983671 0.080652 -0.4 2.8 -0.4 -0.731
O -5.080201 -0.168569 0.250212 0.1 -7.3 -0.4 -0.003
O -5.498561 1.476561 -0.983298 -0.6 0.9 -2.5 -0.065
O -4.818541 1.685091 1.001292 1.2 3.6 2.8 -0.024
N 1.208019 5.355221 -4.592868 2.6 4.2 -0.4 -0.697
O 1.069409 4.795051 -5.645918 -0.1 -2.3 -4.0 -0.071
O 1.968529 6.381701 -4.521388 -0.3 -1.1 0.0 -0.076
O 0.600739 4.987931 -3.647278 -2.2 -1.5 4.2 -0.022
N 1.692239 4.402711 0.948812 -1.2 0.5 -1.1 -0.660
O 1.795329 3.293281 1.432782 1.2 -2.7 1.4 -0.044
O 0.571099 4.738261 0.575562 -2.4 1.0 -0.6 -0.050
O 2.627689 5.145621 0.751282 2.0 0.9 0.1 -0.012
```
Forces are in eV/Å.